1.
The following is a DFT calculation (ωB97M-V/def2-TZVPD) of a 11-piece molecular cluster, C40H57N9O2S2 overall at a distorted geometry.

Geometry (Å):
C1 14.71 4.94 15.11
S1 15.87 5.77 13.93
O1 17.22 5.69 14.57
C2 15.68 4.71 12.49
H1 14.38 5.60 15.92
H2 15.24 4.04 15.41
H3 13.87 4.57 14.52
H4 14.65 4.42 12.26
H5 16.29 3.89 12.86
H6 16.18 5.03 11.58
C3 21.33 -1.00 11.82
S2 22.94 -0.99 10.93
O2 22.68 -1.28 9.43
C4 23.53 0.72 11.09
H7 20.96 -2.02 11.87
H8 20.55 -0.38 11.37
H9 21.48 -0.59 12.82
H10 24.48 0.82 10.57
H11 23.60 1.01 12.14
H12 22.82 1.48 10.77
N1 18.70 1.51 7.83
C5 18.05 0.44 7.32
C6 18.90 -0.60 7.20
C7 20.18 -0.17 7.72
C8 19.98 1.14 8.10
H13 18.25 2.41 7.93
H14 17.00 0.56 7.10
H15 18.63 -1.58 6.85
H16 20.98 -0.85 7.96
H17 20.58 1.89 8.58
N2 19.85 5.09 10.11
C9 18.52 4.77 10.13
C10 18.40 3.47 10.65
C11 19.72 3.06 10.93
C12 20.60 4.03 10.60
H18 20.25 6.00 9.92
H19 17.77 5.51 9.89
H20 17.48 2.91 10.77
H21 19.95 2.13 11.42
H22 21.66 4.19 10.71
N3 13.75 7.87 11.74
C13 12.79 7.44 10.86
C14 13.45 7.14 9.68
C15 14.86 7.33 9.81
C16 15.00 7.80 11.11
H23 13.58 8.21 12.67
H24 11.73 7.45 11.09
H25 12.94 6.82 8.78
H26 15.65 7.18 9.09
H27 15.81 8.11 11.75
N4 16.99 9.82 7.86
C17 17.51 8.77 8.57
C18 18.09 7.90 7.71
C19 17.97 8.34 6.41
C20 17.25 9.56 6.57
H28 16.53 10.63 8.23
H29 17.37 8.73 9.64
H30 18.63 7.09 8.16
H31 18.35 7.84 5.53
H32 16.94 10.31 5.86
N5 25.49 5.40 12.35
C21 24.80 4.24 12.17
C22 23.50 4.47 12.58
C23 23.38 5.78 13.03
C24 24.65 6.36 12.80
H33 26.50 5.47 12.30
H34 25.28 3.37 11.75
H35 22.70 3.74 12.55
H36 22.46 6.27 13.33
H37 24.94 7.38 12.98
N6 22.88 6.69 9.74
C25 22.98 5.86 8.73
C26 22.03 6.27 7.74
C27 21.36 7.32 8.30
C28 21.84 7.56 9.52
H38 23.50 6.74 10.54
H39 23.73 5.08 8.74
H40 21.85 5.82 6.77
H41 20.61 7.96 7.86
H42 21.55 8.20 10.33
N7 18.55 3.28 14.61
C29 17.63 2.42 15.11
C30 18.18 1.20 15.00
C31 19.38 1.24 14.32
C32 19.68 2.60 14.29
H43 18.37 4.26 14.49
H44 16.68 2.66 15.56
H45 17.70 0.29 15.34
H46 20.07 0.45 14.03
H47 20.52 3.15 13.88
N8 18.45 7.82 13.61
C33 18.72 7.74 12.27
C34 19.05 9.07 11.80
C35 18.87 9.89 12.89
C36 18.50 9.11 13.96
H48 18.26 7.00 14.18
H49 18.62 6.77 11.82
H50 19.42 9.32 10.82
H51 19.05 10.94 13.07
H52 18.21 9.41 14.96
N9 16.07 -2.01 10.93
C37 16.99 -1.01 10.91
C38 16.78 -0.21 12.01
C39 15.83 -0.81 12.81
C40 15.38 -1.97 12.12
H53 16.00 -2.73 10.22
H54 17.68 -0.86 10.09
H55 17.24 0.75 12.20
H56 15.47 -0.44 13.76
H57 14.66 -2.75 12.35

Properties
E_LUMO (spin up / spin down) ... -0.108 / -0.266 Eh
Molar mass ... 760.1 g/mol
Total charge ... +1
ΔE to the lowest compared entry with this formula, charge and spin ... 0.000 eV
Electronic energy ... -81567.59065 eV
⟨S²⟩ ... 0.76
HOMO-LUMO gap (spin up / spin down) ... 6.26 / 1.97 eV
Spin multiplicity ... 2
HOMO level (spin up / spin down) ... -9.20 / -9.20 eV


2.
The following is a DFT calculation (ωB97M-V/def2-TZVPD) of C40H58BMnN2O4 as an isolated structure.

Geometry (Å):
Mn1 -1.11 0.30 1.10
C1 -1.15 2.01 3.77
N1 -1.99 1.86 2.58
C2 -3.35 1.47 2.96
C3 -2.01 3.12 1.81
C4 -0.83 3.22 0.85
N2 -0.81 2.09 -0.09
C5 -1.88 2.19 -1.10
C6 -2.18 0.89 -1.80
C7 -1.99 0.76 -3.17
C8 -2.39 -0.39 -3.83
C9 -3.04 -1.36 -3.07
C10 -3.26 -1.28 -1.70
C11 -2.74 -0.14 -1.04
O1 -2.81 0.01 0.30
C12 -4.12 -2.32 -0.97
C13 -4.62 -3.41 -1.91
C14 -3.33 -3.00 0.16
C15 -5.34 -1.61 -0.37
C16 -2.18 -0.61 -5.33
C17 -3.54 -0.79 -6.02
C18 -1.46 0.57 -5.98
C19 -1.33 -1.87 -5.54
C20 0.48 1.95 -0.78
C21 1.71 1.83 0.09
C22 2.87 2.42 -0.39
C23 4.09 2.30 0.26
C24 4.10 1.53 1.42
C25 2.97 0.90 1.94
C26 1.74 1.08 1.27
O2 0.61 0.57 1.80
C27 3.09 0.04 3.21
C28 4.53 -0.06 3.70
C29 2.25 0.64 4.34
C30 2.61 -1.40 2.92
C31 5.33 2.98 -0.30
C32 6.57 2.72 0.55
C33 5.61 2.46 -1.72
C34 5.10 4.50 -0.36
H1 -1.61 2.72 4.48
H2 -0.16 2.37 3.50
H3 -1.03 1.04 4.26
H4 -3.83 2.24 3.57
H5 -3.30 0.54 3.54
H6 -3.93 1.28 2.06
H7 -1.99 3.98 2.48
H8 -2.95 3.16 1.27
H9 0.11 3.21 1.40
H10 -0.88 4.18 0.30
H11 -1.62 2.96 -1.83
H12 -2.79 2.50 -0.58
H13 -1.53 1.58 -3.70
H14 -3.41 -2.24 -3.59
H15 -3.80 -3.99 -2.34
H16 -5.23 -3.01 -2.72
H17 -5.25 -4.10 -1.34
H18 -2.41 -3.45 -0.23
H19 -3.94 -3.79 0.60
H20 -3.08 -2.29 0.94
H21 -5.94 -1.16 -1.16
H22 -5.04 -0.83 0.33
H23 -5.96 -2.33 0.17
H24 -4.16 0.09 -5.88
H25 -4.08 -1.65 -5.62
H26 -3.40 -0.95 -7.09
H27 -2.04 1.49 -5.90
H28 -1.33 0.36 -7.05
H29 -0.48 0.74 -5.54
H30 -1.81 -2.75 -5.12
H31 -0.36 -1.76 -5.06
H32 -1.17 -2.04 -6.61
H33 0.62 2.82 -1.44
H34 0.39 1.08 -1.43
H35 2.80 3.00 -1.31
H36 5.03 1.40 1.94
H37 4.94 0.91 3.99
H38 5.19 -0.50 2.95
H39 4.56 -0.70 4.59
H40 2.57 1.66 4.55
H41 2.37 0.05 5.25
H42 1.20 0.65 4.07
H43 3.16 -1.82 2.08
H44 1.55 -1.43 2.69
H45 2.79 -2.02 3.80
H46 6.80 1.65 0.61
H47 6.45 3.10 1.57
H48 7.43 3.22 0.11
H49 5.78 1.38 -1.70
H50 6.50 2.94 -2.13
H51 4.78 2.66 -2.39
H52 4.90 4.90 0.63
H53 4.25 4.74 -1.00
H54 5.98 5.00 -0.77
O3 -0.96 -2.45 2.63
B1 -0.70 -1.76 1.45
O4 0.06 -2.55 0.59
C35 0.23 -3.75 1.23
C36 0.89 -4.88 0.80
C37 0.92 -5.96 1.68
C38 0.29 -5.91 2.92
C39 -0.38 -4.76 3.35
C40 -0.39 -3.70 2.47
H55 1.38 -4.91 -0.16
H56 1.43 -6.87 1.39
H57 0.33 -6.77 3.58
H58 -0.86 -4.69 4.31

Properties
E_LUMO (spin up / spin down) ... 0.014 / 0.018 Eh
Molar mass ... 696.7 g/mol
Total charge ... 0
ΔE to the lowest compared entry with this formula, charge and spin ... 0.000 eV
Electronic energy ... -85592.96306 eV
⟨S²⟩ ... 6.12
HOMO-LUMO gap (spin up / spin down) ... 7.93 / 8.10 eV
Spin multiplicity ... 5
HOMO level (spin up / spin down) ... -7.54 / -7.60 eV


3.
The following is a DFT calculation (ωB97M-V/def2-TZVPD) of a 10-piece molecular cluster, C40H58Br2O4 overall at a distorted geometry.

Geometry (Å):
Br1 26.50 -17.90 -15.76
C1 26.50 -16.46 -14.45
C2 27.87 -16.26 -13.78
Br2 27.64 -14.78 -12.43
H1 25.69 -16.73 -13.78
H2 26.12 -15.57 -14.96
H3 28.55 -15.91 -14.55
H4 28.31 -17.14 -13.31
C3 30.80 -14.16 -18.45
C4 30.20 -14.86 -19.46
C5 30.12 -14.30 -20.74
C6 30.48 -12.97 -20.90
C7 30.82 -12.18 -19.87
C8 31.00 -12.77 -18.60
H5 30.91 -14.68 -17.51
H6 30.00 -15.91 -19.33
H7 29.78 -14.84 -21.60
H8 30.09 -12.58 -21.83
H9 31.02 -11.12 -19.94
H10 31.31 -12.24 -17.71
C9 19.79 -14.40 -13.17
C10 20.21 -14.54 -14.49
C11 19.22 -15.00 -15.35
C12 17.87 -15.35 -15.00
C13 17.53 -15.18 -13.68
C14 18.47 -14.70 -12.76
H11 20.46 -13.97 -12.44
H12 21.24 -14.28 -14.68
H13 19.43 -15.04 -16.40
H14 17.27 -15.79 -15.78
H15 16.55 -15.44 -13.30
H16 18.23 -14.54 -11.72
C15 31.46 -20.76 -15.17
C16 32.62 -20.13 -15.55
C17 33.83 -20.47 -14.94
C18 33.85 -21.32 -13.87
C19 32.70 -21.92 -13.41
C20 31.45 -21.65 -14.04
H17 30.62 -20.61 -15.82
H18 32.70 -19.51 -16.43
H19 34.76 -19.98 -15.16
H20 34.80 -21.42 -13.36
H21 32.71 -22.64 -12.61
H22 30.61 -22.18 -13.62
C21 23.62 -8.10 -12.23
C22 23.94 -7.04 -11.35
C23 24.58 -7.27 -10.14
C24 24.86 -8.56 -9.78
C25 24.62 -9.65 -10.59
C26 24.04 -9.45 -11.90
H23 23.24 -7.90 -13.22
H24 23.65 -6.04 -11.61
H25 24.86 -6.53 -9.40
H26 25.28 -8.72 -8.79
H27 24.94 -10.66 -10.38
H28 23.74 -10.28 -12.53
C27 21.93 -16.05 -8.10
C28 23.22 -15.77 -8.63
C29 23.64 -16.68 -9.62
C30 22.94 -17.75 -10.11
C31 21.71 -18.02 -9.48
C32 21.28 -17.26 -8.38
H29 21.55 -15.36 -7.37
H30 23.75 -14.90 -8.29
H31 24.67 -16.60 -9.95
H32 23.43 -18.27 -10.92
H33 21.14 -18.83 -9.91
H34 20.34 -17.47 -7.89
C33 29.70 -7.64 -12.82
C34 29.18 -9.05 -13.19
O1 30.07 -10.03 -13.39
H35 30.46 -7.72 -12.04
H36 28.91 -6.92 -12.63
H37 30.08 -7.18 -13.73
H38 28.69 -9.00 -14.16
H39 28.47 -9.41 -12.44
H40 29.58 -10.85 -13.50
C35 25.01 -17.78 -21.23
C36 23.94 -18.31 -22.20
O2 24.53 -18.75 -23.37
H41 24.47 -17.28 -20.43
H42 25.69 -17.10 -21.75
H43 25.57 -18.57 -20.72
H44 23.30 -17.46 -22.42
H45 23.39 -19.17 -21.81
H46 23.80 -19.21 -23.79
C37 33.52 -15.93 -12.61
C38 33.47 -14.81 -11.42
O3 34.10 -15.41 -10.31
H47 34.55 -16.18 -12.86
H48 32.86 -15.62 -13.42
H49 32.99 -16.84 -12.32
H50 32.42 -14.59 -11.23
H51 34.01 -13.88 -11.60
H52 34.13 -14.78 -9.58
C39 25.95 -9.33 -17.29
C40 25.85 -10.78 -17.40
O4 26.81 -11.60 -16.67
H53 27.00 -9.04 -17.39
H54 25.67 -8.96 -16.30
H55 25.29 -8.85 -18.02
H56 26.02 -11.01 -18.45
H57 24.87 -11.13 -17.09
H58 27.70 -11.56 -17.00

Properties
E_LUMO ... 0.006 Eh
Molar mass ... 762.7 g/mol
Total charge ... 0
ΔE to the lowest compared entry with this formula, charge and spin ... 2.845 eV
Electronic energy ... -190690.88609 eV
SMILES ... c1ccccc1.c1ccccc1.c1ccccc1.c1ccccc1.c1ccccc1.BrCCBr.CCO.CCO.CCO.CCO
HOMO-LUMO gap ... 9.30 eV
HOMO level ... -9.14 eV


4.
The following is a DFT calculation (ωB97M-V/def2-TZVPD) of C40H58BrCuN2O2 as an isolated structure.

Geometry (Å):
Cu1 -0.17 0.86 0.04
C1 2.41 -0.99 -0.67
N1 1.02 -0.97 -1.11
C2 0.93 -0.81 -2.55
C3 0.30 -2.15 -0.65
C4 -0.25 -2.00 0.77
N2 -1.18 -0.88 0.89
C5 -1.48 -0.54 2.28
C6 -0.34 -0.17 3.20
C7 -0.58 -0.35 4.56
C8 0.31 0.06 5.53
C9 1.47 0.69 5.08
C10 1.79 0.88 3.74
C11 0.86 0.44 2.75
O1 1.13 0.53 1.48
C12 3.11 1.62 3.45
C13 3.00 3.05 4.00
C14 3.52 1.73 1.98
C15 4.27 0.90 4.17
C16 0.06 -0.09 7.03
C17 1.23 -0.84 7.69
C18 -0.06 1.29 7.68
C19 -1.22 -0.87 7.32
C20 -2.45 -1.15 0.19
C21 -3.28 0.08 -0.05
C22 -4.52 0.24 0.56
C23 -5.30 1.35 0.30
C24 -4.80 2.26 -0.63
C25 -3.58 2.14 -1.29
C26 -2.75 1.04 -0.94
O2 -1.53 0.85 -1.39
C27 -3.19 3.24 -2.28
C28 -2.15 2.80 -3.32
C29 -2.62 4.44 -1.51
C30 -4.42 3.71 -3.08
C31 -6.65 1.62 0.97
C32 -6.57 2.93 1.77
C33 -7.75 1.75 -0.09
C34 -7.04 0.50 1.93
H1 2.96 -1.81 -1.16
H2 2.45 -1.11 0.41
H3 2.88 -0.04 -0.92
H4 1.36 -1.67 -3.10
H5 1.48 0.09 -2.85
H6 -0.11 -0.67 -2.84
H7 0.94 -3.04 -0.69
H8 -0.52 -2.34 -1.35
H9 0.57 -1.82 1.46
H10 -0.75 -2.94 1.06
H11 -2.03 -1.37 2.75
H12 -2.18 0.30 2.24
H13 -1.51 -0.84 4.84
H14 2.17 1.05 5.82
H15 2.21 3.59 3.48
H16 3.94 3.59 3.84
H17 2.78 3.06 5.07
H18 2.79 2.29 1.39
H19 3.64 0.75 1.52
H20 4.48 2.25 1.94
H21 4.13 0.87 5.25
H22 5.21 1.41 3.96
H23 4.35 -0.13 3.81
H24 2.17 -0.31 7.56
H25 1.34 -1.84 7.25
H26 1.05 -0.96 8.76
H27 0.84 1.88 7.52
H28 -0.23 1.21 8.76
H29 -0.90 1.85 7.24
H30 -1.19 -1.87 6.87
H31 -2.10 -0.35 6.95
H32 -1.34 -1.00 8.40
H33 -3.03 -1.89 0.76
H34 -2.21 -1.58 -0.78
H35 -4.86 -0.53 1.24
H36 -5.40 3.14 -0.85
H37 -1.20 2.56 -2.87
H38 -2.02 3.61 -4.05
H39 -2.49 1.91 -3.86
H40 -1.72 4.16 -0.97
H41 -3.35 4.82 -0.79
H42 -2.37 5.26 -2.20
H43 -4.92 2.86 -3.55
H44 -4.11 4.41 -3.86
H45 -5.15 4.23 -2.46
H46 -6.31 3.77 1.13
H47 -5.80 2.85 2.55
H48 -7.53 3.14 2.25
H49 -7.55 2.57 -0.78
H50 -8.72 1.93 0.39
H51 -7.83 0.83 -0.68
H52 -6.31 0.38 2.73
H53 -7.13 -0.46 1.41
H54 -8.01 0.72 2.39
Br1 1.56 7.33 -0.19
C35 1.08 5.48 -0.15
C36 1.31 4.69 -1.26
C37 0.93 3.35 -1.21
C38 0.35 2.76 -0.09
C39 0.16 3.61 1.01
C40 0.50 4.95 0.99
H55 1.76 5.11 -2.15
H56 1.10 2.75 -2.11
H57 -0.26 3.21 1.93
H58 0.33 5.59 1.86

Properties
E_LUMO (spin up / spin down) ... 0.092 / 0.092 Eh
Molar mass ... 742.4 g/mol
Total charge ... -1
ΔE to the lowest compared entry with this formula, charge and spin ... 0.231 eV
Electronic energy ... -164181.85781 eV
⟨S²⟩ ... 0.75
HOMO-LUMO gap (spin up / spin down) ... 6.58 / 7.00 eV
Spin multiplicity ... 2
HOMO level (spin up / spin down) ... -4.08 / -4.51 eV